# 1
Density functional theory data (ωB97M-V/def2-TZVPD) for a structure of composition C6H14NO at a distorted geometry.

ΔE to the lowest compared entry with this formula, charge and spin: 5.8001 eV
HOMO energy: -1.14 eV
gap between HOMO and LUMO: 0.1510 Eh

The geometry in ORCA input format:
```
! RIJCOSX wB97M-V def2-TZVPD def2/J DEFGRID3
* xyz -1 1
O 2.616 -2.768 -0.262
N 0.077 1.876 -0.369
C 0.662 -3.988 -0.998
C -1.292 2.233 0.013
C 1.656 -2.838 -1.127
C -1.316 3.713 0.402
C 0.616 0.540 0.092
C -0.079 -0.240 1.189
H -1.215 4.384 -0.595
H 0.558 -2.748 -0.546
H 0.008 0.194 2.207
H -0.013 -4.140 -1.894
H 0.437 -1.203 1.148
H -2.041 2.031 -0.776
H 1.732 0.776 0.515
H 1.713 -2.257 -2.084
H -1.079 -0.504 0.944
H 0.634 -0.155 -0.777
H -1.725 1.821 0.958
H -0.414 3.876 0.984
H 0.775 -4.626 -0.105
H -2.311 4.023 1.080
*
```

Atomic partial charges in e from the Löwdin method, atoms 1 to 2: O -0.11; N -0.18

# 2
Density functional theory data (ωB97M-V/def2-TZVPD) for a structure of composition CBeLiO3 at a distorted geometry.

HOMO energy (alpha / beta): -23.69 / -23.61 eV
gap between HOMO and LUMO (alpha / beta): 0.4053 / 0.3393 Eh

The geometry in ORCA input format:
```
! RIJCOSX wB97M-V def2-TZVPD def2/J DEFGRID3
* xyz 2 2
O -0.996 1.051 -0.465
O 1.018 0.713 -2.466
O -1.212 -0.235 -0.031
C -2.266 -0.644 -0.343
Be 0.162 1.035 -1.452
Li 1.306 -0.711 -3.609
*
```

Atomic partial charges in e from the Löwdin method, atoms 1 to 2: O 0.00; O -0.06

# 3
Density functional theory data (ωB97M-V/def2-TZVPD) for a structure of composition B5F20Pt at a distorted geometry.

ΔE to the lowest compared entry with this formula, charge and spin: 0.2249 eV
HOMO energy (alpha / beta): -2.12 / -1.53 eV
gap between HOMO and LUMO (alpha / beta): 0.3585 / 0.3195 Eh

The geometry in ORCA input format:
```
! RIJCOSX wB97M-V def2-TZVPD def2/J DEFGRID3
* xyz -3 3
Pt 0.137 -0.154 0.109
F 1.723 -3.539 -1.668
F 2.188 2.785 -0.752
F -1.880 0.275 -3.437
F 3.862 -0.701 2.227
F 0.633 -1.890 -2.806
F 2.270 0.475 3.383
F -2.035 -1.174 1.640
F 0.840 1.096 -1.609
F -2.755 1.681 -1.864
F -1.872 -0.517 3.829
F -0.673 0.564 2.175
F 0.292 3.349 -1.886
F -1.676 -0.255 -1.192
F -0.143 -2.425 -0.714
F 0.100 2.303 0.154
F 1.823 -1.347 -0.933
F 1.696 -1.456 2.225
F -3.712 -0.389 -2.230
F 2.181 0.445 1.080
F -2.950 0.840 2.287
B -2.527 0.352 -2.199
B -1.913 -0.064 2.501
B 0.990 -2.368 -1.546
B 0.884 2.420 -1.033
B 2.518 -0.306 2.260
*
```

Atomic partial charges in e from the Löwdin method, atoms 1 to 2: Pt 1.56; F 0.11

# 4
Density functional theory data (ωB97M-V/def2-TZVPD) for the molecule CH3BrN4 at a distorted geometry.

ΔE to the lowest compared entry with this formula, charge and spin: 1.5699 eV
HOMO energy (alpha / beta): -9.56 / -9.56 eV
gap between HOMO and LUMO (alpha / beta): 0.3346 / 0.3347 Eh

The geometry in ORCA input format:
```
! RIJCOSX wB97M-V def2-TZVPD def2/J DEFGRID3
* xyz 0 1
Br 1.068 0.229 2.142
N -0.333 -0.136 0.991
N -0.066 0.838 -1.290
N 0.033 -0.353 -1.400
N -0.388 1.447 -0.269
C -0.094 -1.043 -0.038
H -0.025 2.347 0.005
H 0.796 -1.671 0.035
H -0.990 -1.658 -0.175
*
```

Atomic partial charges in e from the Löwdin method, atoms 1 to 2: Br 0.60; N -0.48

# 5
Density functional theory data (ωB97M-V/def2-TZVPD) for a cluster of 2 separate species, C14H28NO4 in total at a distorted geometry.

HOMO energy: -0.71 eV
gap between HOMO and LUMO: 0.0741 Eh

The geometry in ORCA input format:
```
! RIJCOSX wB97M-V def2-TZVPD def2/J DEFGRID3
* xyz -1 1
O -4.589 -2.141 4.373
O -3.546 -0.600 0.568
O -4.914 -3.703 2.934
O -2.794 -3.275 3.591
N -1.600 -1.545 -1.387
C -1.856 -2.375 -0.169
C 1.849 1.674 -0.538
C 0.447 2.162 -1.033
C -2.684 0.310 -0.068
C 3.654 0.086 -1.492
C -4.041 -3.053 3.640
C 2.831 1.399 -1.727
C -1.433 0.714 0.795
C 4.701 0.289 -0.341
C -2.961 -1.885 0.813
C -2.354 -0.266 -1.475
C -0.337 3.014 0.001
C -1.332 2.260 0.947
C 4.818 -0.987 0.560
H -0.503 0.212 0.476
H 5.691 0.461 -0.804
H 0.655 2.809 -1.913
H 5.010 -1.873 -0.068
H -2.317 2.758 0.866
H -0.588 -1.358 -1.449
H 4.453 1.150 0.303
H 1.736 0.716 0.006
H 5.624 -0.826 1.295
H 3.574 2.206 -1.863
H -1.653 0.317 1.806
H -1.008 2.458 1.989
H 4.223 -0.135 -2.413
H -0.880 3.805 -0.557
H 2.982 -0.749 -1.226
H -3.286 1.221 -0.249
H -2.538 -1.983 1.852
H 2.309 1.268 -2.695
H -0.084 1.280 -1.427
H 2.322 2.448 0.090
H -2.136 -3.389 -0.515
H -3.789 -2.619 0.780
H 0.415 3.564 0.604
H -1.835 -2.106 -2.220
H -3.330 -0.506 -1.944
H 3.861 -1.135 1.086
H -0.896 -2.519 0.363
H -1.871 0.448 -2.166
*
```

Atomic partial charges in e from the Löwdin method, atoms 1 to 2: O -0.16; O -0.09

# 6
Density functional theory data (ωB97M-V/def2-TZVPD) for a structure of composition C43H44CoF3N5OP.

ΔE to the lowest compared entry with this formula, charge and spin: 0.0000 eV
HOMO energy (alpha / beta): -3.71 / -4.35 eV
gap between HOMO and LUMO (alpha / beta): 0.2259 / 0.2496 Eh

The geometry in ORCA input format:
```
! RIJCOSX wB97M-V def2-TZVPD def2/J DEFGRID3
* xyz -1 2
Co -0.944 -0.146 0.589
P -1.804 -0.260 -1.689
F 0.440 -2.401 1.641
F -0.311 -2.710 -0.363
F -1.663 -2.793 1.326
O -3.085 -0.268 0.169
N -1.282 1.913 0.211
N 1.713 0.551 2.522
N 1.279 0.248 0.240
N -2.195 1.415 -1.870
N 3.455 0.659 1.040
C -5.431 -1.374 -3.305
C -2.098 4.552 -0.018
C 3.160 -0.699 -2.815
C -4.408 -3.308 -2.327
C 0.568 0.426 4.600
C -1.958 2.318 -0.874
C 2.080 0.440 1.224
C 0.477 0.322 3.199
C 2.646 -0.797 -1.526
C 1.864 0.754 5.299
C 5.300 -1.596 3.333
C -0.639 -2.032 0.838
C -4.340 -0.606 -2.909
C -0.492 -0.092 -5.661
C 6.802 0.005 2.385
C -0.707 0.031 2.516
C 2.010 1.367 -3.193
C -3.325 -2.546 -1.930
C 0.492 -1.993 -4.584
C -4.483 1.370 1.290
C -2.385 3.651 -1.015
C -3.283 -1.180 -2.216
C -5.467 -2.727 -3.017
C -1.381 4.138 1.103
C 0.308 -1.225 -5.723
C -1.810 -0.209 3.345
C -0.574 0.206 5.353
C 4.479 0.062 1.788
C 2.858 0.368 -3.647
C 2.976 -1.987 -0.669
C -1.768 -0.122 4.726
C -0.115 -1.626 -3.390
C -5.014 -1.104 1.352
C 6.023 1.756 0.750
C -0.929 -0.499 -3.316
C 6.580 -1.073 3.229
C 5.773 0.589 1.661
C -1.001 2.814 1.164
C 1.502 1.301 -1.906
C -4.378 0.036 0.539
C -1.110 0.259 -4.471
C 1.825 0.240 -1.061
C 4.256 -1.044 2.609
H -4.433 -4.364 -2.086
H 3.267 -1.479 2.664
H 7.801 0.416 2.287
H 0.788 -1.503 -6.653
H -6.107 -1.068 1.302
H -0.517 0.282 6.434
H 2.979 -2.896 -1.273
H -2.710 1.768 -2.660
H -2.521 -2.996 -1.363
H -2.735 -0.498 2.868
H 2.284 1.711 4.973
H -0.643 0.515 -6.547
H 5.875 1.491 -0.301
H -2.655 -0.318 5.316
H 3.968 -1.886 -0.219
H 7.398 -1.504 3.790
H 2.632 -0.008 5.137
H 7.046 2.114 0.857
H 5.107 -2.450 3.969
H 1.123 -2.873 -4.616
H 3.253 0.400 -4.654
H 2.248 -2.122 0.128
H -6.253 -0.906 -3.832
H -5.009 0.146 -0.371
H 3.793 -1.501 -3.179
H 1.733 2.190 -3.839
H 3.694 0.898 0.089
H -2.430 5.579 -0.109
H -5.495 1.524 1.677
H -0.455 2.429 2.013
H -1.136 4.813 1.909
H -6.316 -3.327 -3.322
H -2.940 3.941 -1.898
H 0.036 -2.225 -2.500
H -4.340 0.453 -3.136
H -3.787 1.385 2.128
H 5.340 2.578 0.969
H 1.700 0.827 6.373
H -4.241 2.212 0.638
H 2.479 0.795 3.125
H -4.672 -2.056 0.949
H 0.832 2.064 -1.530
H -4.728 -1.061 2.406
H -1.743 1.139 -4.461
*
```

Atomic partial charges in e from the Löwdin method, atoms 1 to 2: Co 0.30; P 1.08

# 7
Density functional theory data (ωB97M-V/def2-TZVPD) for a structure of composition C8H11NO at a distorted geometry.

ΔE to the lowest compared entry with this formula, charge and spin: 4.9034 eV
HOMO energy: -9.59 eV
gap between HOMO and LUMO: 0.3663 Eh

The geometry in ORCA input format:
```
! RIJCOSX wB97M-V def2-TZVPD def2/J DEFGRID3
* xyz 0 1
O 0.857 -0.560 2.564
N -0.832 1.000 2.021
C 0.347 -1.797 -1.428
C -1.649 -0.487 -1.421
C -1.011 -1.667 -1.012
C -1.025 0.582 -1.984
C 1.284 1.803 2.095
C 0.423 0.517 2.257
C 1.016 -0.647 -1.854
C 0.411 0.607 -2.130
H 2.094 -0.911 -1.881
H -1.351 0.205 1.165
H 2.092 1.679 2.838
H 0.827 1.621 -2.624
H -1.660 1.456 -2.131
H -0.821 1.669 0.833
H 1.900 1.714 1.152
H -1.636 -2.607 -0.720
H 0.704 2.653 2.299
H -2.830 -0.663 -1.569
H 0.877 -2.806 -1.158
*
```

Atomic partial charges in e from the Löwdin method, atoms 1 to 2: O 0.07; N 0.03

# 8
Density functional theory data (ωB97M-V/def2-TZVPD) for a structure of composition C26H64ClN2O11 at a distorted geometry.

HOMO energy: -4.53 eV
gap between HOMO and LUMO: 0.2612 Eh

The geometry in ORCA input format:
```
! RIJCOSX wB97M-V def2-TZVPD def2/J DEFGRID3
* xyz -1 1
Cl -0.634 0.936 -1.236
O 0.403 -0.024 -1.445
O -0.572 1.956 -2.207
O -3.867 0.727 -1.658
O -1.352 -1.093 0.084
O -0.725 4.624 0.843
O 3.894 3.184 -0.023
O -1.954 0.340 -1.211
O -0.346 2.213 2.733
O 2.099 -0.948 -2.603
O -1.743 3.333 -0.152
O -0.444 1.472 0.072
N -2.386 -2.024 -0.275
N 3.886 2.050 0.690
C -3.965 -4.460 -0.586
C -3.898 -1.128 1.531
C -3.236 -2.376 0.917
C 4.595 -0.575 1.699
C 3.291 -0.360 0.922
C -1.555 -2.143 -2.603
C 0.318 3.744 1.160
C -5.558 -0.704 -2.742
C 1.274 3.781 -0.045
C 1.759 1.176 -0.145
C -4.387 -3.342 0.396
C 1.252 -2.138 -2.805
C 6.381 1.587 0.476
C -4.473 -0.547 -1.646
C 3.239 0.891 -0.016
C -0.797 -3.814 -0.939
C -2.393 -3.147 2.047
C 3.779 0.662 -1.426
C 5.532 3.087 2.260
C -1.951 -2.941 -1.334
C 4.998 0.684 2.425
C 5.179 1.855 1.395
C -2.755 3.152 -1.214
C -0.385 0.814 2.470
C -3.178 -3.803 -1.753
C -0.386 0.075 3.780
H -2.956 0.575 -1.397
H 4.862 0.546 -1.380
H -3.023 -3.512 2.858
H -6.240 0.146 -2.773
H -5.095 -0.655 -3.728
H 4.399 -1.305 2.485
H 0.753 3.387 -0.917
H -4.391 -0.538 0.759
H 5.599 3.965 1.617
H -0.283 5.397 0.484
H 4.766 3.295 3.007
H -1.095 -4.752 -0.469
H 7.354 1.770 0.933
H -3.380 -5.214 -0.058
H 4.224 0.930 3.152
H -4.918 -0.719 -0.666
H 1.704 -2.972 -3.343
H 6.452 3.029 2.840
H 0.986 -2.349 -1.770
H -4.784 -3.855 1.273
H 6.382 2.180 -0.439
H -1.961 -4.052 1.620
H 3.422 -0.291 -1.817
H -3.521 2.437 -0.917
H 5.917 0.556 2.995
H -1.537 -0.310 -0.439
H -3.090 -0.543 1.971
H -1.410 -2.714 -3.519
H -6.130 -1.628 -2.663
H -2.294 2.880 -2.163
H -3.693 -1.280 -1.850
H -3.949 -3.219 -2.256
H -1.128 0.544 4.425
H -0.070 -3.271 -0.334
H 0.346 -1.846 -3.335
H 6.379 0.535 0.191
H -0.383 -1.015 3.742
H 1.511 4.809 -0.317
H -4.633 -1.347 2.306
H -4.781 -5.120 -0.880
H -0.257 -4.181 -1.812
H 0.019 2.703 1.287
H -2.964 -4.613 -2.450
H 3.624 1.512 -2.090
H 0.839 4.016 2.078
H 2.432 -0.399 1.592
H 1.596 -0.208 -2.256
H 3.275 -1.291 0.355
H 1.315 1.426 0.819
H -2.321 -1.407 -2.851
H -1.049 0.550 1.647
H -3.396 4.024 -1.347
H -5.203 -2.752 -0.020
H 5.397 -1.060 1.143
H -1.652 -2.493 2.508
H 2.228 3.268 0.080
H 4.248 2.896 -0.867
H -1.256 2.517 -0.290
H 0.587 0.681 1.994
H 1.582 1.984 -0.855
H 1.295 0.304 -0.605
H 0.527 0.374 4.295
H -0.655 -1.548 -2.451
H 0.536 2.451 3.030
*
```

Atomic partial charges in e from the Löwdin method, atoms 1 to 2: Cl 0.94; O -0.31

# 9
Density functional theory data (ωB97M-V/def2-TZVPD) for the molecule C12H25N5O3 at a distorted geometry.

ΔE to the lowest compared entry with this formula, charge and spin: 3.9921 eV
HOMO energy: -9.05 eV
gap between HOMO and LUMO: 0.3460 Eh

The geometry in ORCA input format:
```
! RIJCOSX wB97M-V def2-TZVPD def2/J DEFGRID3
* xyz 0 1
O 0.793 1.661 -1.936
O 1.835 3.356 -1.049
O -1.784 1.741 -0.873
N -0.742 -1.717 -1.034
N 3.245 -1.466 -1.960
N 3.232 -2.806 -0.161
N -0.010 0.535 -0.144
N 2.549 -0.523 0.017
C -4.766 0.233 -0.587
C -1.214 0.691 -0.720
C -2.866 -1.024 0.309
C 3.119 -0.065 1.256
C -3.698 0.165 0.539
C 3.023 -1.659 -0.632
C 0.560 1.764 0.437
C -1.997 -1.589 1.441
C 1.358 1.803 1.744
C -1.842 -0.688 -0.934
C 2.788 1.380 1.528
C 1.245 2.316 -0.911
H -5.274 -0.732 -0.653
H -2.596 -1.900 2.342
H 1.011 2.053 -2.784
H -1.394 -0.864 1.974
H -5.406 1.008 -0.260
H 3.610 -2.328 -2.344
H 3.133 2.069 0.748
H 2.737 -0.551 2.130
H -2.401 -0.644 -1.921
H 2.627 0.315 -0.581
H 3.668 -0.650 -2.345
H -1.148 -2.585 -1.380
H -0.343 2.420 0.493
H -4.135 0.053 1.614
H 4.245 -0.156 1.237
H -0.110 -1.422 -1.743
H -1.285 -2.402 1.128
H -4.300 0.254 -1.598
H -3.249 1.163 0.546
H 3.310 1.583 2.493
H 0.787 1.048 2.271
H 3.226 -2.889 0.868
H -3.427 -1.900 -0.072
H 0.549 0.233 -0.793
H 1.338 2.716 2.299
*
```

Atomic partial charges in e from the Löwdin method, atoms 1 to 2: O 0.12; O 0.12

# 10
Density functional theory data (ωB97M-V/def2-TZVPD) for a structure of composition C5H16NO5 at a distorted geometry.

ΔE to the lowest compared entry with this formula, charge and spin: 2.0667 eV
HOMO energy: -4.98 eV
gap between HOMO and LUMO: 0.3060 Eh

The geometry in ORCA input format:
```
! RIJCOSX wB97M-V def2-TZVPD def2/J DEFGRID3
* xyz -1 1
O -1.492 -1.562 2.092
O 1.428 3.896 -0.232
O -2.198 -3.577 0.700
O -0.628 0.572 1.313
O -2.932 -0.174 -2.318
N 1.236 1.751 -0.807
C 1.121 0.399 -0.123
C -0.456 0.170 -0.005
C 0.963 2.835 0.027
C 1.801 -0.707 -0.869
C 2.483 -1.662 0.029
H -2.895 0.233 -1.399
H 3.120 -1.111 0.768
H -2.546 -0.974 -2.094
H 2.672 -0.322 -1.623
H 1.455 0.576 0.900
H -0.758 -0.858 -0.183
H 2.021 1.783 -1.534
H -0.723 -1.939 2.551
H 1.142 -1.243 -1.674
H -1.123 -0.390 1.859
H 1.756 -2.292 0.566
H -2.232 -3.139 -0.108
H -1.947 -2.906 1.307
H 3.103 -2.433 -0.641
H -0.886 0.853 -0.690
H 0.302 2.459 0.840
*
```

Atomic partial charges in e from the Löwdin method, atoms 1 to 2: O -0.28; O 0.01